Entry 1:
21
Properties=species:S:1:pos:R:3 method="wB97M-V/def2-TZVPD" charge=-1 relative_energy_kcal_mol=6.92 e_tot_ev=-22809.294 multiplicity=2
C 0.724 2.587 -1.153
C 2.074 2.053 -0.656
O 1.910 2.034 0.774
C 0.706 2.492 1.122
O 0.394 2.747 2.263
O 0.053 2.973 0.056
H 0.112 1.818 -1.643
H 0.813 3.471 -1.791
H 2.909 2.727 -0.886
H 2.276 1.025 -0.999
O -0.195 -1.267 0.983
C -0.942 -0.122 1.210
C -0.779 -2.577 0.866
O -2.179 -0.263 1.194
O -1.581 -2.485 -1.455
C -0.748 -3.112 -0.569
H -1.811 -2.560 1.249
H -0.177 -3.233 1.515
H -0.968 -4.205 -0.460
H 0.325 -3.074 -0.885
Hg -2.917 -1.029 -0.734

=====

Entry 2:
21
Properties=species:S:1:pos:R:3 method="wB97M-V/def2-TZVPD" relative_energy_kcal_mol=31.67 e_tot_ev=-16999.146
Li -0.564 -2.671 1.637
O -0.803 -2.093 -0.095
O -1.888 -0.042 -0.016
C -2.455 0.287 1.239
C -1.242 0.337 2.155
O -0.413 -0.673 1.603
C -0.704 -0.828 0.177
H -2.981 1.245 1.158
H -3.166 -0.493 1.558
H -1.468 0.086 3.197
H -0.733 1.310 2.105
Li 2.491 -0.143 -2.206
O 0.651 -0.447 -1.804
C 3.057 1.675 -1.319
C 1.714 2.061 -0.826
O 0.927 0.914 -0.057
C 0.379 -0.086 -0.660
H 3.272 2.254 -2.236
H 3.841 1.841 -0.563
H 1.039 2.325 -1.653
H 1.687 2.796 -0.006

=====

Entry 3:
17
Properties=species:S:1:pos:R:3 method="wB97M-V/def2-TZVPD" relative_energy_kcal_mol=90.05 e_tot_ev=-51300.511
C 0.206 -1.441 -1.285
C 0.686 -2.387 -0.345
C -0.436 -2.869 0.405
C -1.627 -2.360 -0.186
C -1.242 -1.363 -1.132
Lu -1.141 2.163 0.692
P 1.044 3.377 -0.047
H 0.829 -0.872 -1.966
H 1.723 -2.710 -0.198
H -0.389 -3.555 1.246
H -1.902 -0.660 -1.637
H -2.650 -2.554 0.125
H 0.301 3.929 -1.185
H 2.096 2.639 -0.754
H 1.696 4.603 0.302
O 0.729 1.975 3.464
C 0.075 2.084 2.499

=====

Entry 4:
15
Properties=species:S:1:pos:R:3 method="wB97M-V/def2-TZVPD" charge=+1 relative_energy_kcal_mol=78.77 e_tot_ev=-7832.272
C -2.139 -0.579 0.024
C -0.731 -0.256 -0.179
N 0.068 -1.351 -0.129
C 1.377 -1.289 -0.018
C 2.050 -0.091 -0.005
C 1.348 1.108 -0.017
C -0.157 1.209 -0.106
H -2.701 0.191 0.514
H -2.292 -1.283 0.793
H -2.487 -0.847 -0.914
H 1.824 -2.209 -0.044
H 3.083 -0.161 0.126
H 1.811 1.987 -0.101
H -0.448 1.596 0.856
H -0.605 1.974 -0.799

=====

Entry 5:
15
Properties=species:S:1:pos:R:3 method="wB97M-V/def2-TZVPD" charge=+1 relative_energy_kcal_mol=134.93 e_tot_ev=-7829.837
C -0.692 -1.579 -0.879
C -0.058 -0.357 -0.471
C -0.522 -1.471 -2.352
C 0.160 0.446 0.704
C 0.598 -0.955 -1.577
C 0.307 2.271 2.217
N 0.135 1.703 0.863
H -1.096 -2.288 -0.210
H -0.559 -2.346 -3.056
H -1.061 -0.689 -2.818
H 0.451 -0.275 1.642
H 1.596 -1.375 -1.760
H 0.999 1.573 2.788
H 0.359 3.398 2.149
H -0.617 1.942 2.760

=====

Entry 6:
15
Properties=species:S:1:pos:R:3 method="wB97M-V/def2-TZVPD" charge=+1 relative_energy_kcal_mol=164.09 e_tot_ev=-7828.573
C -0.761 0.569 -0.636
C -1.937 0.247 -0.062
C -3.180 0.017 0.292
C 2.256 0.845 0.459
C 0.720 -1.255 0.178
C 1.785 -0.122 -0.483
N 0.398 -0.258 -0.677
H -0.521 1.387 -1.317
H -3.870 -0.591 -0.301
H -3.534 0.172 1.349
H 3.263 1.421 0.490
H 1.690 1.500 1.067
H 0.826 -2.185 -0.304
H 0.293 -1.332 1.170
H 2.571 -0.416 -1.226

=====

Entry 7:
15
Properties=species:S:1:pos:R:3 method="wB97M-V/def2-TZVPD" charge=+1 relative_energy_kcal_mol=135.12 e_tot_ev=-7829.829
C -3.568 -0.886 -0.162
C -2.428 -0.355 -0.362
N -1.335 -0.155 -0.918
C -0.179 0.200 -0.643
C 0.166 0.953 0.577
C 1.238 0.234 -0.272
C 1.814 -1.191 0.027
H -3.662 -1.848 -0.534
H -4.261 -0.701 0.619
H 0.161 2.035 0.503
H -0.230 0.606 1.560
H 1.962 0.806 -0.774
H 2.956 -1.098 -0.008
H 1.688 -1.950 -0.838
H 1.535 -1.649 0.926

=====

Entry 8:
15
Properties=species:S:1:pos:R:3 method="wB97M-V/def2-TZVPD" charge=+1 relative_energy_kcal_mol=107.24 e_tot_ev=-7825.351 multiplicity=3
C 1.360 0.311 -0.784
C 1.026 1.600 -0.127
C -0.179 -1.249 0.498
C -0.771 -0.024 1.184
C 0.608 -0.871 -0.728
C -0.084 1.050 -1.019
N -0.387 1.189 0.406
H 2.080 0.421 -1.573
H 0.529 -1.867 0.928
H -1.053 -1.930 0.344
H -1.856 -0.170 1.318
H -0.472 0.246 2.163
H 0.808 -1.656 -1.450
H -0.679 0.855 -1.828
H -0.931 2.094 0.668

=====

Entry 9:
16
Properties=species:S:1:pos:R:3 method="wB97M-V/def2-TZVPD" relative_energy_kcal_mol=158.70 e_tot_ev=-9324.826
C 0.845 3.565 -1.250
C 0.412 2.527 -0.768
C 0.230 1.232 -0.519
N -0.996 0.598 0.695
N -0.693 -0.624 0.744
C -1.589 -1.620 1.205
C 0.695 -1.003 0.259
C 0.949 -0.061 -0.871
H 0.928 4.386 -1.908
H -2.339 -1.809 0.542
H -1.019 -2.557 1.204
H -2.054 -1.509 2.268
H 0.593 -2.119 0.051
H 1.496 -0.693 1.077
H 0.519 -0.464 -1.852
H 2.024 0.152 -0.878

=====

Entry 10:
16
Properties=species:S:1:pos:R:3 method="wB97M-V/def2-TZVPD" relative_energy_kcal_mol=109.15 e_tot_ev=-9326.975
C 1.522 -2.857 -1.889
C -0.359 2.513 1.799
C 0.559 -2.145 -1.004
C -1.284 1.413 1.336
N -2.480 1.219 1.708
N 0.187 -0.976 -1.482
C -0.215 -0.220 -0.430
C -0.716 0.533 0.373
H -2.798 1.874 2.420
H 0.643 -0.486 -2.270
H 2.391 -3.155 -1.292
H -0.851 3.145 2.542
H 1.046 -3.787 -2.224
H 1.867 -2.279 -2.768
H -0.059 3.128 0.947
H 0.546 2.082 2.234